The following is a DFT calculation (the ωB97M-V functional and the def2-TZVPD basis) of a cluster of 8 separate species, C26H48N4O12 in total in a non-equilibrium geometry.

- structure (SMILES) = COC(=O)OC.COC(=O)OC.COC(=O)OC.COC(=O)OC.CCCC#N.CCCC#N.CCCC#N.CC#N
- electronic energy (eV) = -58269.4433
- frontier orbital gap (eV) = 11.4

Structure (XYZ):
```
90
Properties=species:S:1:pos:R:3:mulliken_charge:R:1
C 0.008 -0.228 3.238 -0.876
O 0.154 -0.528 1.777 -0.408
C -0.912 -0.065 1.078 0.456
O -1.884 0.419 1.590 -0.670
O -0.855 -0.238 -0.224 0.244
C 0.408 -0.705 -0.765 -0.180
H -0.974 -0.539 3.559 0.545
H 0.129 0.856 3.288 0.303
H 0.835 -0.779 3.651 0.159
H 0.585 -1.757 -0.723 0.552
H 1.268 -0.101 -0.409 -0.197
H 0.224 -0.576 -1.820 0.023
C -0.366 1.782 5.793 -0.565
O 0.624 0.811 6.016 -0.294
C 0.069 -0.355 6.354 0.916
O -1.098 -0.546 6.521 -0.608
O 1.010 -1.300 6.416 -0.346
C 0.471 -2.576 6.719 -0.712
H -1.000 1.501 4.974 0.184
H 0.158 2.666 5.487 0.217
H -0.956 2.014 6.674 0.314
H 1.314 -3.150 7.067 0.263
H -0.092 -2.973 5.865 0.285
H -0.230 -2.534 7.537 0.328
C 3.725 -0.170 1.949 -0.241
O 4.140 1.185 1.731 -0.409
C 3.826 1.553 0.464 0.900
O 3.580 0.791 -0.403 -0.537
O 3.888 2.890 0.342 -0.307
C 4.012 3.731 1.522 -0.695
H 3.939 -0.502 2.970 0.294
H 4.318 -0.817 1.274 0.290
H 2.695 -0.324 1.698 -0.155
H 2.995 3.903 1.920 0.236
H 4.373 4.639 1.094 0.265
H 4.761 3.395 2.246 0.307
C -1.875 -5.272 -1.438 -0.509
O -1.528 -5.482 -2.836 -0.366
C -0.905 -4.444 -3.393 0.711
O -0.836 -3.367 -2.842 -0.398
O -0.484 -4.745 -4.617 -0.361
C 0.042 -3.712 -5.404 -0.528
H -2.552 -4.396 -1.314 0.209
H -0.920 -5.214 -0.807 0.249
H -2.462 -6.175 -1.154 0.230
H -0.027 -4.018 -6.435 0.273
H 1.081 -3.453 -5.149 0.272
H -0.584 -2.843 -5.265 0.166
C 4.818 1.948 -3.879 -1.349
C 3.338 2.335 -3.673 -0.256
C 2.419 1.057 -3.596 0.953
C 2.561 0.249 -4.798 -0.014
N 2.596 -0.354 -5.796 -0.572
H 5.067 1.685 -4.904 0.432
H 5.113 1.068 -3.283 0.290
H 5.481 2.825 -3.666 0.342
H 3.009 3.011 -4.453 0.487
H 3.242 2.860 -2.685 0.109
H 1.338 1.321 -3.588 -0.343
H 2.649 0.496 -2.704 -0.031
C -4.955 -1.189 -3.953 -1.445
C -3.576 -1.738 -3.608 -0.156
C -2.827 -0.795 -2.651 1.189
C -2.652 0.492 -3.276 0.130
N -2.473 1.498 -3.790 -0.627
H -4.962 -0.192 -4.348 0.367
H -5.620 -1.241 -3.092 0.332
H -5.463 -1.884 -4.617 0.415
H -3.010 -1.789 -4.527 0.147
H -3.577 -2.758 -3.207 0.238
H -1.804 -1.159 -2.444 -0.888
H -3.318 -0.670 -1.637 0.343
C 0.140 3.325 -1.775 -0.792
C -1.142 3.065 -1.093 0.286
C -0.979 3.321 0.444 -0.805
C 0.240 2.696 0.971 0.376
N 1.244 2.316 1.427 -0.383
H 0.582 4.319 -1.577 0.294
H 0.106 3.198 -2.869 0.490
H 0.867 2.595 -1.486 -0.132
H -1.510 2.087 -1.299 -0.430
H -1.913 3.786 -1.404 0.381
H -1.876 2.957 0.989 0.164
H -0.879 4.379 0.586 0.547
C -4.228 -0.126 5.070 -0.127
C -4.710 -1.418 4.577 0.271
N -5.173 -2.452 4.358 -0.431
H -4.964 0.421 5.676 0.343
H -4.055 0.459 4.169 0.075
H -3.240 -0.254 5.595 -0.056
```